DFT (wB97M-V/def2-TZVPD) results for a 9-piece molecular cluster, C31H60N3O24 overall.

The geometry in ORCA input format:
```
! RIJCOSX wB97M-V def2-TZVPD def2/J DEFGRID3
* xyz 1 1
N 3.3087 -2.8135 3.7842
C 1.8280 -2.7470 4.1118
C 1.2919 -1.2396 4.2740
C 0.0469 -0.8888 3.2791
C -1.1654 -1.8413 3.7801
C -1.4063 -3.1000 2.9331
C -2.5707 -3.9731 3.5425
C -3.1375 -3.3049 4.8222
N -2.8290 -2.1093 5.4615
N -1.8448 -1.3900 4.9325
H 3.3163 -2.8749 2.7476
H 3.6811 -1.9039 4.0914
H 1.3108 -3.3303 3.2585
H 1.5770 -3.3170 5.0760
H 2.1048 -0.4380 4.2249
H 0.8469 -1.1691 5.3398
H -0.2411 0.2158 3.3451
H 0.2978 -1.1121 2.1797
H -0.8341 -3.4109 2.0015
H -2.9032 -4.9629 3.0931
H -3.9699 -3.9152 5.3340
H -1.5847 -0.4966 5.3893
C -10.0455 -4.5272 5.0712
O -9.3985 -3.4580 4.3785
C -8.0722 -3.4050 4.5600
O -7.4157 -4.1617 5.2330
O -7.5969 -2.3636 3.8549
C -6.1881 -2.1997 3.9515
H -11.1116 -4.4709 4.8488
H -9.6709 -5.4929 4.7254
H -9.9118 -4.4242 6.1499
H -5.6717 -3.0783 3.5568
H -5.8927 -2.0095 4.9862
H -5.9078 -1.3350 3.3485
C -2.1255 0.4699 0.3542
O -0.9370 0.3461 -0.4216
C -0.7187 1.3733 -1.2658
O -1.4261 2.3389 -1.4005
O 0.4233 1.1317 -1.9246
C 0.7874 2.1471 -2.8630
H -2.1981 -0.4104 0.9959
H -2.0794 1.3575 0.9898
H -3.0075 0.5014 -0.2888
H 0.9468 3.1008 -2.3560
H 0.0263 2.2450 -3.6397
H 1.7238 1.8484 -3.3347
C 6.8297 -2.5287 3.7384
O 7.5952 -1.4528 3.2000
C 7.3531 -0.2639 3.7749
O 6.5690 -0.0556 4.6704
O 8.1325 0.6513 3.1799
C 7.9800 1.9741 3.6924
H 7.1043 -3.4368 3.2009
H 7.0572 -2.6727 4.7967
H 5.7620 -2.3516 3.5935
H 8.2521 2.0117 4.7494
H 6.9582 2.3298 3.5435
H 8.6562 2.6257 3.1385
C 4.7979 5.6872 -5.3437
O 3.8059 6.6956 -5.5420
C 2.5890 6.3729 -5.0766
O 2.2895 5.3391 -4.5307
O 1.7626 7.4018 -5.3254
C 0.4227 7.1968 -4.8815
H 5.7371 6.0556 -5.7583
H 4.9440 5.4934 -4.2788
H 4.5257 4.7699 -5.8698
H 0.3919 7.0613 -3.7982
H -0.0255 6.3408 -5.3908
H -0.1520 8.0883 -5.1342
C 11.0693 6.7948 -8.1418
O 10.0814 7.8042 -8.3419
C 8.8640 7.4832 -7.8758
O 8.5639 6.4508 -7.3266
O 8.0381 8.5115 -8.1271
C 6.6993 8.3056 -7.6817
H 12.0088 7.1619 -8.5560
H 11.2131 6.6018 -7.0765
H 10.7950 5.8774 -8.6672
H 6.6701 8.1721 -6.5981
H 6.2518 7.4480 -8.1891
H 6.1218 9.1950 -7.9348
C -10.0568 -2.9604 1.6091
O -11.0360 -3.0216 0.5750
C -11.2491 -4.2635 0.1155
O -10.6947 -5.2621 0.5081
O -12.1781 -4.2008 -0.8508
C -12.5032 -5.4622 -1.4334
H -9.9534 -1.9182 1.9122
H -10.3733 -3.5402 2.4735
H -9.0889 -3.3103 1.2414
H -12.9176 -6.1384 -0.6825
H -11.6255 -5.9048 -1.9094
H -13.2608 -5.2903 -2.1984
C -6.9934 -6.5033 0.9576
O -5.6250 -6.0972 1.0548
C -5.1016 -5.6408 -0.0941
O -5.6752 -5.5537 -1.1487
O -3.8201 -5.2959 0.1390
C -3.1351 -4.7896 -1.0067
H -7.3090 -6.8520 1.9414
H -7.6260 -5.6605 0.6711
H -7.1020 -7.3265 0.2487
H -3.6154 -3.8793 -1.3721
H -3.0902 -5.5448 -1.7939
H -2.1157 -4.5449 -0.7049
C 4.6672 1.7610 -0.2849
O 6.0491 2.1019 -0.2209
C 6.5636 2.5349 -1.3853
O 5.9652 2.6470 -2.4270
O 7.8595 2.8201 -1.1856
C 8.5400 3.2953 -2.3469
H 4.3594 1.4255 0.7064
H 4.0671 2.6326 -0.5560
H 4.5038 0.9442 -0.9916
H 8.0937 4.2269 -2.7011
H 8.5320 2.5392 -3.1348
H 9.5755 3.4926 -2.0686
*
```

## Properties
HOMO   -11.974 eV
HOMO-LUMO gap   6.6 eV
E_tot   -3186.892682 Eh

=====

DFT (wB97M-V/def2-TZVPD) results for a 6-piece molecular cluster, C31H61BrF2N7O9PS overall.

The geometry in ORCA input format:
```
! RIJCOSX wB97M-V def2-TZVPD def2/J DEFGRID3
* xyz 0 1
C 6.2351 -2.4852 0.7414
C 5.8099 -1.1831 0.0091
S 3.9873 -0.9178 -0.0459
C 3.3452 -2.4639 -0.7644
C 1.8241 -2.7051 -0.5774
C 1.5626 -4.1218 -1.2606
C 1.2605 -5.3236 -0.3353
C 0.1667 -6.2139 -1.0348
O 2.4556 -6.1329 -0.3442
C 1.1383 -1.7258 -1.6103
O 1.4808 -1.4596 -2.6924
N -0.0692 -1.2131 -1.0247
C -0.3833 -1.9229 0.2239
Br -1.5517 -3.4338 -0.2993
P -1.4549 -0.7544 1.2257
C -2.5713 -1.6116 2.4210
C -2.0576 -1.5662 3.9085
C -2.4436 0.3597 0.0866
C -3.9841 0.1406 0.1838
C 1.0887 -2.2368 0.6978
N 1.3054 -2.8712 2.0177
C 1.1089 -2.0214 3.1453
O 1.0012 -2.4931 4.1861
F 1.1037 -0.7056 3.0506
C 2.6140 -3.4263 2.2215
O 3.4774 -2.7632 2.5868
F 2.8491 -4.7128 2.0623
H 6.8337 -3.1688 0.1230
H 5.3617 -3.0452 1.1010
H 6.8359 -2.2454 1.6336
H 6.2455 -0.2834 0.4508
H 6.1685 -1.2440 -1.0277
H 3.8843 -3.3466 -0.3728
H 3.5544 -2.4494 -1.8458
H 0.7946 -3.9871 -2.0348
H 2.4799 -4.3728 -1.8164
H 0.9921 -5.0668 0.6967
H -0.5019 -5.6205 -1.6680
H -0.4138 -6.8170 -0.3204
H 0.7132 -6.9150 -1.6858
H 2.3838 -6.8137 0.3382
H 0.0435 -0.2044 -0.9105
H -3.5802 -1.1718 2.4696
H -2.7427 -2.6807 2.2073
H -1.6636 -2.5475 4.2158
H -2.8621 -1.3202 4.6165
H -1.2552 -0.8295 4.0483
H -2.2121 1.4329 0.2724
H -2.1849 0.1972 -0.9737
H -4.4912 0.6537 -0.6431
H -4.1643 -0.9367 0.0276
H -4.3866 0.4111 1.1696
H 1.4620 -1.1933 0.7885
C -8.9889 -2.7029 1.4128
N -7.6742 -2.3599 0.9042
C -6.6140 -2.0327 1.8397
C -7.4037 -2.3347 -0.4177
O -6.3230 -2.0550 -0.9046
H -9.3802 -1.8620 1.9925
H -8.9068 -3.5818 2.0584
H -9.6745 -2.9212 0.5968
H -6.2534 -1.0215 1.6427
H -5.7819 -2.7278 1.7067
H -6.9830 -2.0965 2.8615
H -8.2748 -2.5983 -1.0407
C 8.7606 2.8968 -3.4896
N 7.9878 2.1073 -2.5514
C 6.5615 1.9371 -2.7728
C 8.5515 1.5229 -1.4745
O 7.9495 0.8504 -0.6558
H 8.3583 3.9126 -3.5159
H 8.6866 2.4513 -4.4845
H 9.8085 2.9350 -3.1926
H 6.0099 2.3284 -1.9163
H 6.3318 0.8752 -2.8741
H 6.2566 2.4636 -3.6747
H 9.6353 1.7114 -1.3958
C 12.2003 7.1092 -1.1182
N 11.6405 5.8590 -1.5931
C 10.2780 5.8347 -2.0907
C 12.3416 4.7068 -1.5908
O 11.9173 3.6334 -1.9784
H 11.5992 7.4844 -0.2872
H 12.1922 7.8421 -1.9278
H 13.2247 6.9665 -0.7791
H 9.6910 5.1344 -1.4932
H 10.2817 5.4909 -3.1262
H 9.8345 6.8264 -2.0348
H 13.3649 4.8222 -1.1957
C -2.7119 6.6401 0.8596
N -3.1797 5.2867 0.6365
C -2.4578 4.1810 1.2419
C -4.2672 5.0168 -0.1178
O -4.7002 3.9045 -0.3432
H -1.6912 6.7389 0.4837
H -2.7233 6.8574 1.9300
H -3.3504 7.3563 0.3453
H -2.1071 3.5098 0.4578
H -3.1303 3.6271 1.8993
H -1.6097 4.5512 1.8138
H -4.7444 5.9237 -0.5283
C -13.3444 0.3932 0.9725
N -12.5435 -0.4213 0.0796
C -12.2832 0.0549 -1.2690
C -12.0308 -1.6073 0.4575
O -11.3523 -2.3318 -0.2488
H -14.3346 0.5433 0.5374
H -12.8615 1.3628 1.1110
H -13.4521 -0.0914 1.9414
H -12.6714 -0.6655 -1.9903
H -11.2070 0.1494 -1.4202
H -12.7597 1.0202 -1.4243
H -12.2850 -1.8774 1.4969
*
```

## Properties
HOMO   -7.663 eV
HOMO-LUMO gap   8.3 eV
Structure (SMILES)   CCSC[C@]1(C[C@@H](C)O)C(=O)N[C@](Br)(P(CC)CC)[C@H]1N(C(=O)F)C(=O)F.CN(C)C=O.CN(C)C=O.CN(C)C=O.CN(C)C=O.CN(C)C=O
E_tot   -5791.469888 Eh

=====

- What is the formula in the second record?
  C31H61BrF2N7O9PS

=====

- The lowest HOMO-LUMO gap belongs to which entry?
  C31H60N3O24